# 1
Below is a 2-piece molecular cluster, C5H8O overall, with properties calculated with ωB97M-V with the def2-TZVPD basis set.

XYZ file:
```
14
C5H8O ωB97M-V with the def2-TZVPD basis set
C 2.059 0.711 0.332
C -0.356 0.353 -0.750
C -0.545 -1.153 -0.765
C -1.769 -0.652 -0.063
O -1.455 -0.388 1.274
C -1.125 0.686 0.384
H 1.671 0.129 1.176
H 2.321 1.714 0.667
H 2.911 0.202 -0.117
H 1.316 0.842 -0.461
H 0.024 -1.846 -0.143
H -0.650 -1.502 -1.790
H -2.816 -0.738 -0.342
H -1.584 1.644 0.597
```

Values from the calculation:
E_HOMO, eV: -8.578
Gap between HOMO and LUMO, eV: 9.6
LUMO level, Ha: 0.0390
E, a.u.: -270.35030
Relative energy (zero: lowest compared OMol25 entry of this formula, charge and spin), kcal/mol: 130.3
F_max, eV/A: 0.882

For each atom in turn, the natural (NBO) charge in e is: C -0.82; C -0.05; C -0.52; C 0.14; O -0.47; C -0.03; H 0.21; H 0.22; H 0.21; H 0.22; H 0.24; H 0.23; H 0.22; H 0.22

***

# 2
Below is a 2-piece molecular cluster, C5H8O overall, with properties calculated with ωB97M-V with the def2-TZVPD basis set.

XYZ file:
```
14
C5H8O ωB97M-V with the def2-TZVPD basis set
C -0.720 1.354 0.043
C -1.213 0.096 -0.626
C -0.292 -0.696 -1.166
O 1.054 -0.471 -0.974
C 1.360 0.134 0.225
C 0.509 0.962 0.823
H -0.430 2.078 -0.734
H -1.481 1.840 0.657
H -2.264 -0.171 -0.640
H -0.474 -1.588 -1.755
H 0.233 -2.465 0.606
H 2.324 -0.184 0.605
H 0.719 -2.196 1.099
H 0.676 1.307 1.837
```

Values from the calculation:
E_HOMO, eV: -8.703
Gap between HOMO and LUMO, eV: 9.9
LUMO level, Ha: 0.0428
E, a.u.: -270.46508
Structure (SMILES): C1=COC=CC1.[H][H]
Relative energy (zero: lowest compared OMol25 entry of this formula, charge and spin), kcal/mol: 58.2
F_max, eV/A: 0.290

For each atom in turn, the natural (NBO) charge in e is: C -0.47; C -0.27; C 0.12; O -0.50; C 0.12; C -0.27; H 0.21; H 0.22; H 0.22; H 0.20; H 0.00; H 0.20; H 0.00; H 0.22

***

# 3
Below is C5H8O as an isolated structure, with properties calculated with ωB97M-V with the def2-TZVPD basis set.

XYZ file:
```
14
C5H8O ωB97M-V with the def2-TZVPD basis set
C 1.486 -0.261 0.634
C 0.348 0.018 -0.341
C -1.541 0.912 -1.235
C -0.789 -0.987 0.125
O -1.304 0.067 0.975
C -0.776 1.018 0.026
H 1.072 -0.413 1.633
H 2.275 0.493 0.677
H 1.935 -1.207 0.300
H 0.775 0.179 -1.342
H -0.897 1.322 -2.035
H -0.371 -1.828 0.671
H -1.603 -1.339 -0.525
H -0.610 2.027 0.436
```

Values from the calculation:
E_HOMO (spin up / spin down), eV: -8.817 / -8.803
Gap between HOMO and LUMO (spin up / spin down), eV: 8.3 / 8.3
LUMO level (spin up / spin down), Ha: -0.0183 / -0.0179
E, a.u.: -270.33394
Relative energy (zero: lowest compared OMol25 entry of this formula, charge and spin), kcal/mol: 140.5
F_max, eV/A: 0.851

For each atom in turn, the natural (NBO) charge in e is: C -0.60; C -0.25; C 0.01; C -0.09; O -0.53; C -0.12; H 0.22; H 0.21; H 0.21; H 0.21; H 0.09; H 0.18; H 0.22; H 0.23

***

# 4
Below is C5H8O in the gas phase in a non-equilibrium geometry, with properties calculated with ωB97M-V with the def2-TZVPD basis set.

XYZ file:
```
14
C5H8O ωB97M-V with the def2-TZVPD basis set
O -1.012 1.897 0.099
C -0.747 0.611 0.588
C -1.070 -0.622 -0.292
C 0.425 -1.087 0.016
C 1.370 -0.123 -0.572
C 0.701 0.176 0.755
H -0.441 2.039 -0.668
H -1.277 0.544 1.542
H -1.260 -0.429 -1.358
H -1.915 -1.228 0.093
H 0.417 -2.148 0.161
H 1.078 0.376 -1.494
H 2.431 -0.341 -0.513
H 1.300 0.335 1.642
```

Values from the calculation:
E_HOMO, eV: -10.021
Gap between HOMO and LUMO, eV: 11.1
LUMO level, Ha: 0.0380
E, a.u.: -270.47756
Structure (SMILES): O[C@H]1C[C@H]2C[C@H]21
Relative energy (zero: lowest compared OMol25 entry of this formula, charge and spin), kcal/mol: 50.4
F_max, eV/A: 3.195

For each atom in turn, the natural (NBO) charge in e is: O -0.70; C 0.11; C -0.43; C -0.23; C -0.43; C -0.25; H 0.46; H 0.18; H 0.20; H 0.21; H 0.23; H 0.20; H 0.23; H 0.22

***

# 5
Below is C5H8O2 as an isolated structure in a non-equilibrium geometry, with properties calculated with ωB97M-V with the def2-TZVPD basis set.

XYZ file:
```
15
C5H8O2 ωB97M-V with the def2-TZVPD basis set
C 0.981 0.869 -1.299
C 0.233 -0.315 -0.738
O -0.008 -1.354 -1.643
C 0.658 -0.772 0.529
O -0.817 -0.205 2.270
C -1.049 0.122 -0.061
C -1.531 0.244 1.152
H 1.944 0.507 -1.667
H 1.147 1.639 -0.536
H 0.402 1.302 -2.114
H -0.906 -1.201 -1.963
H 1.377 -0.218 1.134
H 0.472 -1.794 0.841
H -0.385 0.554 2.676
H -2.518 0.621 1.418
```

Values from the calculation:
E_HOMO, eV: -8.363
Gap between HOMO and LUMO, eV: 8.9
LUMO level, Ha: 0.0182
E, a.u.: -345.62916
Relative energy (zero: lowest compared OMol25 entry of this formula, charge and spin), kcal/mol: 110.3
F_max, eV/A: 1.314

For each atom in turn, the natural (NBO) charge in e is: C -0.60; C 0.12; O -0.70; C -0.18; O -0.73; C -0.15; C 0.01; H 0.22; H 0.21; H 0.22; H 0.48; H 0.20; H 0.23; H 0.47; H 0.20

***

# 6
Below is C5H8O2 in the gas phase, with properties calculated with ωB97M-V with the def2-TZVPD basis set.

XYZ file:
```
15
C5H8O2 ωB97M-V with the def2-TZVPD basis set
C 1.456 0.159 -1.184
C 1.041 -0.196 0.209
O 1.833 -0.308 1.128
C -0.395 -0.464 0.521
O -0.533 -1.506 1.423
C -1.529 -0.070 -0.365
C -1.037 0.904 0.674
H 1.681 -0.813 -1.637
H 0.662 0.620 -1.776
H 2.357 0.773 -1.187
H 0.334 -1.531 1.867
H -2.482 -0.548 -0.148
H -1.377 0.134 -1.423
H -0.388 1.713 0.343
H -1.624 1.133 1.555
```

Values from the calculation:
E_HOMO, eV: -9.486
Gap between HOMO and LUMO, eV: 10.4
LUMO level, Ha: 0.0342
E, a.u.: -345.75436
Structure (SMILES): CC(=O)C1(O)CC1
Relative energy (zero: lowest compared OMol25 entry of this formula, charge and spin), kcal/mol: 31.7
F_max, eV/A: 0.513

For each atom in turn, the natural (NBO) charge in e is: C -0.72; C 0.59; O -0.57; C 0.13; O -0.68; C -0.43; C -0.43; H 0.25; H 0.22; H 0.24; H 0.49; H 0.24; H 0.22; H 0.21; H 0.24